1.
{"formula": "C48H48BBiN10PS", "method": "ωB97M-V/def2-TZVPD", "species": ["Bi", "C", "C", "C", "C", "C", "C", "C", "C", "C", "S", "C", "N", "H", "H", "H", "H", "H", "H", "H", "H", "C", "N", "C", "N", "C", "N", "C", "P", "C", "C", "H", "H", "H", "H", "H", "H", "H", "H", "H", "H", "H", "H", "H", "N", "C", "C", "C", "C", "C", "C", "C", "H", "H", "H", "H", "H", "N", "C", "C", "C", "C", "C", "C", "N", "C", "C", "C", "C", "N", "C", "C", "H", "H", "H", "H", "H", "H", "H", "H", "H", "B", "C", "N", "H", "H", "H", "C", "C", "C", "C", "C", "C", "N", "C", "C", "C", "C", "C", "C", "H", "H", "H", "H", "H", "H", "H", "H", "H", "H"], "xyz": [[0.421, 0.917, -0.536], [0.275, 4.294, -1.063], [-0.836, 3.735, -1.885], [-1.672, 4.600, -2.618], [-2.720, 4.086, -3.328], [-2.946, 2.693, -3.339], [-4.015, 2.101, -4.033], [-4.147, 0.739, -4.049], [-3.216, -0.071, -3.393], [-2.161, 0.474, -2.691], [-0.984, -0.616, -1.962], [-2.020, 1.881, -2.628], [-1.016, 2.434, -1.918], [0.115, 5.351, -0.868], [1.225, 4.188, -1.587], [0.355, 3.766, -0.115], [-1.471, 5.660, -2.609], [-3.379, 4.727, -3.894], [-4.716, 2.740, -4.548], [-4.963, 0.275, -4.581], [-3.313, -1.144, -3.444], [0.922, -5.753, -1.410], [0.127, -4.460, -1.336], [-0.492, -4.195, -2.705], [0.493, -4.207, -3.715], [1.218, -5.463, -3.732], [1.870, -5.714, -2.457], [2.958, -4.786, -2.208], [2.428, -2.981, -2.106], [0.991, -3.330, -0.936], [1.376, -3.058, -3.657], [0.215, -6.571, -1.584], [1.426, -5.898, -0.449], [-0.623, -4.555, -0.648], [-0.981, -3.216, -2.666], [-1.228, -4.982, -2.890], [1.972, -5.434, -4.520], [0.522, -6.281, -3.941], [3.685, -4.891, -3.016], [3.457, -5.062, -1.275], [0.383, -2.425, -0.879], [1.404, -3.521, 0.057], [2.040, -3.079, -4.524], [0.783, -2.142, -3.708], [-0.599, 2.386, 1.991], [-0.418, 3.421, 2.454], [-0.209, 4.724, 2.948], [1.008, 5.079, 3.532], [1.206, 6.382, 3.946], [0.200, 7.325, 3.784], [-1.014, 6.968, 3.216], [-1.227, 5.670, 2.798], [1.781, 4.334, 3.652], [2.146, 6.665, 4.393], [0.363, 8.343, 4.102], [-1.796, 7.703, 3.097], [-2.167, 5.372, 2.355], [-4.113, -1.748, 5.357], [-4.334, -2.422, 6.528], [-5.373, -2.414, 7.446], [-5.239, -3.230, 8.550], [-4.113, -4.041, 8.733], [-3.080, -4.062, 7.824], [-3.185, -3.234, 6.708], [-2.316, -3.026, 5.679], [-2.878, -2.139, 4.897], [-2.243, -1.628, 3.699], [-2.887, -0.827, 2.752], [-2.179, -0.415, 1.636], [-0.914, -0.733, 1.408], [-0.290, -1.469, 2.321], [-0.901, -1.944, 3.465], [-4.724, -1.063, 4.948], [-6.245, -1.795, 7.305], [-6.020, -3.242, 9.295], [-4.061, -4.661, 9.616], [-2.214, -4.688, 7.966], [-3.919, -0.534, 2.865], [-2.655, 0.199, 0.882], [0.751, -1.676, 2.122], [-0.373, -2.546, 4.185], [3.476, -1.466, 1.792], [2.580, -1.114, 0.630], [1.809, -0.754, -0.178], [3.195, -2.553, 2.206], [3.131, -0.597, 2.553], [4.613, -1.363, 1.470], [5.030, 3.968, -1.005], [4.322, 3.301, -0.020], [3.302, 2.430, -0.353], [2.970, 2.205, -1.690], [3.702, 2.878, -2.678], [4.712, 3.751, -2.335], [1.898, 1.405, -2.051], [2.006, 0.694, -3.247], [0.978, 0.716, -4.187], [1.118, 0.042, -5.386], [2.289, -0.636, -5.681], [3.313, -0.671, -4.747], [3.167, -0.032, -3.532], [5.829, 4.642, -0.744], [4.571, 3.447, 1.020], [2.772, 1.901, 0.428], [3.453, 2.711, -3.716], [5.244, 4.275, -3.114], [0.084, 1.288, -3.989], [0.316, 0.066, -6.109], [2.400, -1.139, -6.631], [4.238, -1.183, -4.971], [3.956, -0.060, -2.797]], "forces_ev_per_a": [[-0.571, 0.993, 0.175], [0.119, 0.039, -0.097], [-0.172, 0.104, -0.078], [-0.298, -0.032, -0.253], [0.237, 0.059, 0.176], [0.325, -0.223, 0.227], [-0.065, -0.199, -0.048], [-0.137, 0.310, -0.124], [0.407, 0.108, 0.268], [-0.010, -0.247, -0.067], [-0.241, -0.136, -0.005], [-0.824, 0.239, -0.606], [0.273, 0.068, 0.341], [-0.004, 0.024, 0.066], [0.088, -0.026, -0.027], [0.052, 0.034, 0.122], [-0.010, 0.101, 0.031], [-0.078, 0.104, -0.034], [-0.106, 0.047, -0.096], [-0.091, -0.019, -0.060], [-0.025, -0.137, 0.010], [0.094, -0.580, 0.142], [-0.317, -0.214, 0.094], [-0.445, 0.023, -0.372], [-0.250, -0.229, -0.363], [-0.095, -0.142, -0.049], [-0.045, -0.450, -0.106], [0.292, 0.519, 0.141], [-0.181, -0.793, -0.232], [0.697, 0.726, 0.052], [0.458, 0.393, 0.203], [-0.060, 0.200, 0.075], [-0.182, 0.109, -0.056], [0.031, -0.062, -0.058], [0.064, -0.211, 0.160], [0.066, 0.014, 0.194], [-0.051, -0.004, 0.032], [0.018, 0.050, 0.011], [0.061, 0.033, 0.080], [0.038, 0.013, -0.068], [-0.038, -0.323, 0.073], [-0.117, -0.079, 0.015], [-0.098, 0.064, 0.084], [0.083, 0.033, -0.107], [-0.119, -0.158, 0.053], [-0.088, -0.635, -0.247], [0.107, 1.008, 0.364], [-0.117, -0.111, -0.095], [-0.014, 0.046, 0.022], [0.018, -0.033, -0.008], [-0.020, 0.029, 0.013], [0.120, -0.143, -0.010], [0.056, -0.028, -0.006], [0.070, 0.020, 0.038], [0.019, 0.090, 0.042], [-0.051, 0.063, 0.006], [-0.049, 0.015, -0.035], [0.116, 0.168, -0.308], [0.436, -0.585, 0.420], [-0.143, 0.083, 0.001], [-0.116, 0.115, -0.066], [0.082, -0.121, 0.086], [-0.064, 0.066, -0.030], [-0.824, 0.386, 0.166], [0.470, 0.167, -0.617], [-0.233, -0.377, 0.687], [0.433, 0.309, -0.736], [0.165, -0.194, 0.192], [-0.274, 0.030, -0.002], [0.158, 0.064, -0.127], [0.099, -0.171, 0.174], [-0.304, 0.051, 0.043], [0.075, -0.012, 0.005], [-0.114, 0.063, 0.032], [-0.065, -0.009, 0.032], [0.022, -0.060, 0.058], [0.134, -0.065, 0.006], [-0.102, 0.033, -0.030], [-0.113, 0.066, -0.060], [0.096, -0.112, 0.135], [0.112, -0.040, 0.025], [0.410, -0.132, 0.498], [-1.345, 0.842, -1.467], [1.433, -1.262, 1.128], [-0.159, -0.331, 0.083], [0.042, 0.130, 0.342], [0.381, 0.034, -0.097], [0.117, 0.085, 0.181], [0.079, 0.159, 0.078], [-0.145, -0.082, -0.206], [0.290, 0.302, 0.061], [-0.086, 0.012, -0.011], [-0.042, -0.052, -0.012], [-0.387, -0.070, 0.009], [0.043, -0.145, -0.350], [0.103, 0.006, -0.015], [0.003, -0.052, -0.182], [-0.010, -0.034, -0.134], [0.060, 0.093, -0.091], [-0.103, 0.078, 0.004], [0.095, 0.087, 0.073], [0.046, 0.025, 0.103], [0.095, -0.075, 0.203], [0.000, 0.043, -0.059], [0.107, 0.044, -0.092], [0.018, 0.053, 0.002], [-0.095, 0.028, -0.091], [0.018, -0.021, -0.096], [0.071, -0.101, -0.013], [0.088, 0.018, 0.063]], "charge": 1, "homo_lumo_gap_ev": 6.742, "max_force_ha_per_bohr": 0.04313, "e_homo_ev": -9.19}

=====

2.
{"formula": "C48H48BCdN12OPS", "method": "ωB97M-V/def2-TZVPD", "species": ["Cd", "C", "C", "C", "C", "N", "N", "B", "N", "C", "C", "C", "C", "N", "N", "C", "C", "C", "C", "N", "N", "C", "C", "C", "C", "N", "H", "H", "H", "H", "H", "H", "H", "H", "H", "H", "H", "H", "H", "H", "H", "H", "H", "H", "H", "H", "S", "C", "C", "C", "C", "C", "C", "C", "C", "C", "N", "H", "H", "H", "H", "H", "H", "O", "N", "C", "C", "C", "C", "C", "C", "C", "P", "C", "C", "C", "C", "C", "C", "C", "C", "C", "C", "C", "C", "H", "H", "H", "H", "H", "H", "H", "H", "H", "H", "H", "H", "H", "H", "H", "H", "C", "N", "C", "C", "N", "C", "H", "H", "H", "H", "H", "H"], "xyz": [[-0.660, 0.504, -0.141], [-0.793, -0.516, 3.425], [0.139, 0.594, 3.061], [1.063, 1.261, 3.796], [1.570, 2.212, 2.953], [0.924, 2.176, 1.793], [0.047, 1.162, 1.848], [0.626, 3.453, 0.813], [-0.939, 3.655, 0.593], [-1.519, 4.864, 0.328], [-2.845, 4.642, 0.080], [-3.000, 3.272, 0.264], [-4.274, 2.479, 0.164], [-1.825, 2.661, 0.551], [1.196, 3.295, -0.597], [2.327, 3.763, -1.145], [2.322, 3.434, -2.497], [1.145, 2.715, -2.695], [0.509, 2.218, -3.935], [0.470, 2.594, -1.540], [1.250, 4.614, 1.573], [0.723, 5.366, 2.545], [1.781, 6.023, 3.155], [2.932, 5.561, 2.510], [4.354, 5.933, 2.766], [2.616, 4.700, 1.567], [-0.383, -1.511, 3.492], [-1.601, -0.570, 2.709], [-1.268, -0.322, 4.377], [1.348, 1.087, 4.822], [2.296, 2.977, 3.217], [-0.952, 5.766, 0.322], [-3.632, 5.380, -0.053], [-4.613, 2.111, 1.165], [-4.210, 1.651, -0.534], [-5.093, 3.105, -0.195], [2.991, 4.402, -0.567], [3.009, 3.758, -3.272], [1.231, 2.091, -4.741], [-0.185, 2.945, -4.346], [-0.065, 1.305, -3.770], [-0.333, 5.423, 2.703], [1.726, 6.752, 3.886], [4.574, 6.964, 2.426], [5.003, 5.258, 2.234], [4.559, 5.895, 3.878], [-3.488, -2.951, -3.071], [-3.506, -4.169, -1.900], [-3.439, -3.686, -0.642], [-3.294, -2.271, -0.637], [-3.266, -1.733, -1.908], [-3.239, -0.349, -2.348], [-4.217, 0.023, -3.235], [-4.217, 1.334, -3.762], [-3.229, 2.194, -3.374], [-2.301, 1.740, -2.460], [-2.278, 0.501, -1.934], [-3.690, -5.189, -2.200], [-3.557, -4.302, 0.213], [-4.998, -0.658, -3.605], [-4.948, 1.662, -4.467], [-3.227, 3.197, -3.726], [-1.518, 2.379, -2.130], [-4.462, -0.684, 0.647], [-3.323, -1.505, 0.596], [-3.172, -2.248, 1.756], [-2.141, -3.122, 2.095], [-2.525, -3.992, 3.137], [-1.758, -5.043, 3.543], [-0.519, -5.256, 2.972], [-0.105, -4.427, 1.975], [-0.838, -3.346, 1.512], [-0.077, -2.141, 0.329], [-0.036, -2.937, -1.313], [-0.148, -2.157, -2.464], [-0.087, -2.723, -3.752], [0.081, -4.078, -3.899], [0.223, -4.886, -2.767], [0.158, -4.323, -1.506], [1.811, -2.023, 0.789], [2.136, -2.260, 2.244], [3.164, -3.007, 2.661], [3.940, -3.840, 1.726], [3.785, -3.732, 0.417], [2.923, -2.642, -0.146], [-4.146, 0.223, 0.792], [-3.968, -2.103, 2.433], [-3.497, -3.886, 3.621], [-2.122, -5.699, 4.352], [0.113, -6.073, 3.319], [0.912, -4.585, 1.586], [-0.320, -1.110, -2.370], [-0.229, -2.104, -4.621], [0.070, -4.509, -4.875], [0.394, -5.978, -2.869], [0.241, -5.026, -0.654], [1.522, -1.720, 2.941], [3.344, -3.061, 3.710], [4.563, -4.654, 2.100], [4.276, -4.368, -0.281], [2.569, -2.932, -1.145], [4.506, -0.885, -2.631], [3.502, -0.629, -1.589], [3.585, -1.214, -0.280], [2.349, -0.617, 0.425], [1.602, 0.032, -0.651], [2.313, -0.031, -1.710], [5.422, -0.324, -2.463], [4.089, -0.591, -3.583], [4.729, -1.959, -2.699], [4.556, -1.105, 0.178], [2.476, 0.083, 1.262], [1.989, 0.368, -2.652]], "forces_ev_per_a": [[-0.080, 0.045, -0.346], [-0.269, 0.420, 0.055], [-1.580, -0.913, -1.345], [1.292, 0.017, 1.210], [0.913, 1.460, 1.144], [-0.677, 0.677, -0.979], [-0.206, -0.880, 0.324], [-0.245, -0.429, 0.473], [1.651, 1.241, 0.706], [0.643, -1.125, 0.019], [-0.544, 0.181, 0.474], [-0.193, -1.440, -0.113], [-0.357, 0.297, 0.725], [-1.679, 0.730, -0.685], [0.097, -0.916, -0.737], [0.052, 0.581, -0.522], [0.268, 0.243, -0.036], [-0.658, 0.114, 1.163], [0.109, -0.077, -0.719], [0.548, 0.587, 0.420], [0.325, -0.637, -0.947], [0.881, 0.814, 0.415], [-0.787, -0.970, -0.911], [0.133, 0.172, -0.017], [-0.031, 0.698, 1.151], [-0.370, -0.186, -0.257], [0.446, -0.219, -0.002], [-0.142, 0.071, -0.295], [-0.030, 0.164, 0.395], [0.042, -0.012, -0.108], [-0.225, -0.150, -0.396], [0.313, 0.297, 0.021], [0.303, -0.257, -0.147], [0.331, 0.200, -0.616], [0.132, -0.186, -0.096], [0.109, 0.052, 0.021], [-0.174, -0.458, -0.226], [-0.016, -0.126, 0.328], [0.154, -0.341, 0.080], [-0.248, 0.235, 0.138], [0.203, -0.104, -0.079], [-0.282, -0.015, 0.140], [-0.127, 1.144, 1.364], [-0.158, -0.493, 0.185], [0.313, -0.252, -0.048], [-0.052, -0.006, -1.244], [0.255, -0.126, -0.418], [-0.402, -0.577, -0.420], [0.041, 0.528, -0.319], [-0.159, 0.468, 0.362], [0.001, -0.348, 1.253], [0.051, -0.185, 0.207], [-1.060, 1.346, -1.648], [0.156, -1.248, 0.447], [-0.117, -0.409, 0.399], [-0.041, -0.426, 0.201], [-0.168, 0.660, -0.216], [0.136, -0.030, 0.026], [0.070, -0.298, 0.629], [0.560, 0.174, 0.576], [-0.515, -0.047, -0.297], [0.287, 0.643, -0.179], [0.382, 0.472, 0.295], [-0.211, 0.101, 0.057], [0.818, -0.436, -1.085], [0.162, 0.898, -0.701], [0.537, -0.547, -0.271], [-0.510, -0.374, 0.567], [-0.288, -0.559, 1.063], [0.090, -1.100, 0.584], [1.637, 0.539, -0.856], [-0.554, 0.704, -0.399], [0.303, -0.320, 0.410], [0.192, -0.823, -0.608], [0.150, -0.831, -0.351], [-0.116, 0.388, 0.923], [0.088, -0.272, 0.562], [0.120, -0.488, -0.235], [0.003, -0.414, 0.807], [-0.039, -0.268, 0.129], [0.010, -0.146, -0.522], [-0.422, -0.009, -0.762], [0.064, -0.599, 0.589], [-0.747, 0.993, -0.114], [0.240, -0.013, -0.550], [0.110, -0.358, -0.042], [-0.752, 0.057, 0.706], [0.179, 0.241, -0.280], [0.233, 0.402, -0.511], [-0.120, 0.204, -0.163], [-0.483, 0.104, 0.028], [-0.068, 0.656, -0.013], [0.015, 0.212, -0.142], [0.120, -0.272, -0.504], [-0.227, 0.896, 0.053], [-0.049, 0.718, -0.406], [0.016, 0.114, 0.294], [0.277, -0.132, 0.560], [-0.068, 0.377, 0.184], [0.371, -0.498, -0.320], [-0.168, 0.055, 0.284], [-0.715, -0.192, 0.323], [1.151, -0.297, -0.862], [-0.655, -0.502, 0.530], [-0.120, 0.504, 0.229], [-0.765, 0.121, 0.400], [0.350, -0.045, -0.284], [0.049, 0.010, 0.152], [-0.073, 0.159, -0.283], [-0.025, 0.259, 0.153], [0.254, 0.028, 0.146], [0.030, -0.210, -0.106], [0.003, 0.117, -0.340]], "multiplicity": 2, "charge": 1, "homo_lumo_gap_ev": [6.699, 7.563], "max_force_ha_per_bohr": 0.04623, "e_homo_ev": [-8.98, -10.36]}

=====

Record-wise relative energy (zero: lowest compared OMol25 entry of this formula, charge and spin) values, in kcal per mole: 17.0; 0.0